## one
This record from the Open Molecules 2025 dataset describes C5H6OS in the gas phase. The level of theory is ωB97M-V/def2-TZVPD.

Positions of all 13 atoms, in Å:
C  -0.168  -2.054  -0.291
C  -1.663  -1.542  0.031
O  -2.551  -2.336  0.294
C  -1.832  -0.104  0.065
C  -1.286  1.047  0.058
C  -0.135  1.926  0.093
S  -3.130  1.134  -0.093
H  -0.342  -2.591  -1.231
H  0.288  -2.853  0.352
H  0.434  -1.119  -0.325
H  0.557  1.792  0.923
H  -0.298  3.022  0.267
H  0.258  1.986  -0.926

Output
SMILES: CC(=O)C1=C(C)S1

=====

## two
This record from the Open Molecules 2025 dataset describes C5H6OS in the gas phase. The level of theory is ωB97M-V/def2-TZVPD.

Positions of all 13 atoms, in Å:
C  -0.499  -1.869  -3.034
C  -0.081  -1.268  -2.030
C  -1.228  1.701  1.557
C  1.070  -0.050  1.186
C  0.381  -0.385  -1.021
O  0.640  -0.897  0.196
S  -0.544  0.311  2.256
H  -0.285  -2.492  -3.873
H  -0.756  2.730  1.883
H  -2.241  1.457  1.421
H  1.682  -0.756  1.839
H  1.380  0.951  0.920
H  0.480  0.567  -1.299

=====

List of relative energies, unit hartree: one 0.0000; two 0.1325

=====

## one
This record from the Open Molecules 2025 dataset describes C2H2IN3 as an isolated structure. The level of theory is ωB97M-V/def2-TZVPD.

Positions of all 8 atoms, in Å:
C  0.179  -0.681  0.596
C  -0.037  -0.148  -0.749
N  -0.191  0.069  1.567
N  -0.794  1.401  -0.091
N  -0.738  1.235  1.083
I  1.721  0.362  -1.830
H  0.634  -1.632  0.817
H  -0.774  -0.606  -1.392

=====

## two
This record from the Open Molecules 2025 dataset describes a 2-piece molecular cluster, C2H2IN3 overall. The level of theory is ωB97M-V/def2-TZVPD.

Positions of all 8 atoms, in Å:
C  -1.753  -0.345  -0.153
C  1.613  1.474  -0.211
N  1.410  0.327  -0.376
N  -0.810  -1.016  0.145
N  -0.205  -1.714  0.926
I  1.577  3.497  -0.316
H  -2.617  -0.168  -0.712
H  0.785  -2.054  0.697

=====

List of relative energies, unit hartree: one 0.0000; two 0.0558

=====

## one
This record from the Open Molecules 2025 dataset describes a 2-piece molecular cluster, C3H8NO2S overall. The level of theory is ωB97M-V/def2-TZVPD.

Positions of all 15 atoms, in Å:
O  0.292  0.274  -2.228
C  0.669  0.031  -1.103
C  -0.049  -0.968  -0.207
C  0.239  -0.836  1.261
S  2.032  -0.880  1.629
N  -1.542  -0.868  -0.461
H  1.556  0.516  -0.661
H  0.162  -1.978  -0.568
H  -0.198  0.104  1.632
H  -0.409  -1.553  1.780
H  -1.771  -1.460  -1.246
H  -1.710  0.092  -0.775
H  0.169  2.464  1.148
H  0.603  2.415  -0.439
O  -0.044  2.645  0.238

Output
Net charge: -1

=====

## two
This record from the Open Molecules 2025 dataset describes a 2-piece molecular cluster, C3H8NO2S overall. The level of theory is ωB97M-V/def2-TZVPD.

Positions of all 15 atoms, in Å:
O  0.359  4.142  -1.061
C  -0.094  3.137  -0.574
O  -0.404  2.045  -1.237
H  -0.381  3.079  0.489
H  -0.794  1.369  -0.557
C  0.309  -1.966  0.403
C  0.319  -0.614  1.097
S  -1.290  0.235  1.035
N  0.121  -1.783  -1.032
H  -0.479  -2.580  0.860
H  1.278  -2.462  0.542
H  1.093  0.009  0.633
H  0.663  -0.751  2.127
H  -0.715  -1.222  -1.175
H  0.014  -2.637  -1.548

Output
Net charge: -1

=====

## three
This record from the Open Molecules 2025 dataset describes a 2-piece molecular cluster, C3H8NO2S overall. The level of theory is ωB97M-V/def2-TZVPD.

Positions of all 15 atoms, in Å:
N  1.853  -1.844  1.944
C  0.940  -1.278  0.984
O  -0.145  -0.803  1.445
O  1.341  -1.231  -0.210
H  1.494  -1.985  2.874
H  2.483  -2.524  1.528
C  -2.220  0.673  -1.074
S  -1.085  1.927  -1.779
C  0.459  1.495  -0.882
H  -2.417  0.896  -0.007
H  -1.701  -0.287  -1.103
H  -3.141  0.686  -1.660
H  1.191  2.308  -1.110
H  0.220  1.479  0.245
H  0.728  0.488  -1.196

Output
Net charge: -1

=====

## four
This record from the Open Molecules 2025 dataset describes an isolated ion of composition C3H8NO2S and charge -1. The level of theory is ωB97M-V/def2-TZVPD.

Positions of all 15 atoms, in Å:
C  0.587  -1.867  0.448
C  -1.505  0.993  0.213
C  0.416  -0.347  0.642
N  -0.547  0.116  -0.300
O  1.507  1.880  -0.732
O  1.062  0.431  -2.608
S  0.454  1.339  -1.589
H  1.613  -2.239  0.879
H  -0.372  -2.372  0.877
H  -1.998  1.462  -0.620
H  -2.222  0.458  0.882
H  -1.036  1.861  0.483
H  0.005  -0.090  1.590
H  0.663  -1.874  -0.664
H  1.375  0.249  0.499

Output
Net charge: -1

=====

List of relative energies, unit hartree: one 0.0526; two 0.0033; three 0.0000; four 0.0869

=====

## one
This record from the Open Molecules 2025 dataset describes a 2-piece molecular cluster, C8H10O2 overall. The level of theory is ωB97M-V/def2-TZVPD.

Positions of all 20 atoms, in Å:
C  -0.814  0.205  -1.543
C  -0.991  1.369  -0.832
C  -1.633  1.317  0.428
C  -2.361  0.128  0.862
C  -2.023  -1.024  0.155
C  -1.190  -1.040  -1.049
H  -0.146  0.426  -2.444
H  -0.523  2.315  -1.168
H  -1.582  2.246  0.964
H  -2.746  0.237  1.842
H  -2.737  -1.857  0.400
H  -1.217  -2.074  -1.517
C  1.595  -0.492  1.271
C  2.428  0.278  0.107
O  2.550  1.453  -0.124
O  3.039  -0.826  -0.518
H  1.554  0.302  2.049
H  0.762  -1.190  0.805
H  2.448  -1.165  1.558
H  3.586  -0.607  -1.247

Output
SMILES: c1ccccc1.CC(=O)O

=====

## two
This record from the Open Molecules 2025 dataset describes C8H10O2 as an isolated structure. The level of theory is ωB97M-V/def2-TZVPD.

Positions of all 20 atoms, in Å:
C  1.671  -0.173  -2.937
C  0.767  0.445  -0.593
C  -0.039  -0.744  -0.381
C  -0.743  -0.747  0.855
C  -1.552  -1.728  1.310
C  -0.761  0.370  1.613
C  -0.174  1.636  1.285
C  0.782  1.528  0.290
H  0.780  -1.255  -2.912
H  1.417  0.905  -4.214
H  3.325  -0.727  -2.879
H  0.031  -1.545  -1.164
H  -0.965  -2.523  2.184
H  -2.445  -1.319  1.870
H  -1.663  -2.479  0.250
H  -1.568  0.392  2.308
H  -0.736  2.238  2.927
H  1.058  2.389  -0.059
O  1.331  0.708  -1.791
O  -0.516  2.630  2.040

=====

## three
This record from the Open Molecules 2025 dataset describes C8H10O2 in the gas phase. The level of theory is ωB97M-V/def2-TZVPD.

Positions of all 20 atoms, in Å:
C  2.660  2.222  0.681
O  2.416  0.750  0.697
C  1.252  0.077  0.552
C  0.806  -0.797  1.604
C  -0.436  -1.365  1.647
C  -1.253  -1.234  0.546
C  -0.796  -0.487  -0.496
O  -1.497  -0.168  -1.641
C  -2.672  -0.764  -2.064
C  0.398  0.304  -0.486
H  2.140  2.835  1.397
H  3.756  2.122  0.864
H  2.816  2.700  -0.308
H  1.585  -0.684  2.306
H  -0.714  -2.016  2.412
H  -2.278  -1.665  0.418
H  -3.453  -0.582  -1.393
H  -2.520  -1.841  -2.235
H  -2.781  -0.355  -3.068
H  0.571  0.947  -1.435

Output
SMILES: COc1cccc(OC)c1

=====

List of relative energies, unit hartree: one 0.0000; two 0.3068; three 0.0325